No. 1
{"formula": "C27H68N6O14", "method": "ωB97M-V/def2-TZVPD", "smiles": "C[C@H]1COC(=O)O1.CN(C)C=O.CN(C)C=O.CN(C)C=O.CN(C)C=O.CN(C)C=O.CN(C)C=O.CO.CO.CO.CO.CO", "homo_ha": -0.330, "lumo_ev": -0.070, "multiplicity": 1, "symbols": ["C", "C", "C", "O", "C", "O", "O", "H", "H", "H", "H", "H", "H", "C", "N", "C", "C", "O", "H", "H", "H", "H", "H", "H", "H", "C", "N", "C", "C", "O", "H", "H", "H", "H", "H", "H", "H", "C", "N", "C", "C", "O", "H", "H", "H", "H", "H", "H", "H", "C", "N", "C", "C", "O", "H", "H", "H", "H", "H", "H", "H", "C", "N", "C", "C", "O", "H", "H", "H", "H", "H", "H", "H", "C", "N", "C", "C", "O", "H", "H", "H", "H", "H", "H", "H", "C", "O", "H", "H", "H", "H", "C", "O", "H", "H", "H", "H", "C", "O", "H", "H", "H", "H", "C", "O", "H", "H", "H", "H", "C", "O", "H", "H", "H", "H"], "positions_angstrom": [[0.952, -0.741, 3.039], [1.204, -1.148, 1.576], [0.260, -0.766, 0.427], [1.141, -0.440, -0.588], [2.346, -0.147, -0.108], [3.266, 0.297, -0.742], [2.444, -0.518, 1.177], [0.174, -1.324, 3.531], [0.688, 0.304, 3.205], [1.868, -0.913, 3.605], [1.461, -2.207, 1.551], [-0.282, 0.164, 0.598], [-0.336, -1.631, 0.136], [-10.413, -0.737, -0.699], [-9.558, -1.938, -0.503], [-8.325, -1.716, 0.247], [-9.997, -3.162, -0.761], [-9.329, -4.150, -0.530], [-11.358, -0.822, -1.235], [-9.827, 0.036, -1.197], [-10.684, -0.333, 0.277], [-7.682, -0.925, -0.138], [-8.626, -1.349, 1.228], [-7.707, -2.586, 0.471], [-10.963, -3.134, -1.289], [-4.981, 0.013, -5.572], [-4.709, -1.167, -6.316], [-5.088, -2.400, -5.593], [-4.349, -1.123, -7.648], [-4.330, -2.110, -8.395], [-4.616, 0.928, -6.038], [-4.500, -0.023, -4.595], [-6.049, 0.129, -5.388], [-6.162, -2.457, -5.413], [-4.849, -3.292, -6.172], [-4.628, -2.512, -4.611], [-4.120, -0.104, -7.995], [-0.306, 6.332, -3.085], [-0.539, 6.226, -4.450], [-1.441, 7.205, -5.057], [-0.045, 5.265, -5.276], [-0.334, 5.107, -6.454], [0.277, 7.208, -2.801], [0.307, 5.472, -2.816], [-1.171, 6.297, -2.422], [-0.801, 8.043, -5.335], [-2.029, 6.853, -5.904], [-2.212, 7.461, -4.330], [0.564, 4.562, -4.686], [-4.536, -8.567, 3.350], [-3.142, -8.046, 3.379], [-2.772, -7.375, 4.551], [-2.431, -8.070, 2.251], [-1.362, -7.526, 2.141], [-5.235, -7.912, 3.869], [-4.691, -9.520, 3.856], [-4.812, -8.556, 2.296], [-1.712, -7.119, 4.545], [-3.263, -6.415, 4.707], [-2.931, -8.038, 5.401], [-2.903, -8.596, 1.407], [1.419, -4.164, -7.313], [0.914, -5.467, -6.994], [1.006, -5.921, -5.609], [0.520, -6.242, -8.037], [0.328, -7.479, -7.876], [1.272, -3.805, -8.331], [2.471, -4.282, -7.055], [1.087, -3.411, -6.598], [0.479, -5.236, -4.946], [0.651, -6.937, -5.436], [2.028, -6.049, -5.251], [0.409, -5.768, -9.024], [4.042, 8.810, 2.772], [4.429, 7.876, 3.803], [4.206, 6.530, 3.434], [4.865, 8.280, 5.012], [5.137, 7.453, 5.863], [4.488, 9.801, 2.852], [2.966, 8.980, 2.814], [4.176, 8.397, 1.772], [4.359, 5.793, 4.224], [3.185, 6.455, 3.061], [4.882, 6.251, 2.626], [4.814, 9.371, 5.155], [6.026, -5.953, 0.324], [5.267, -6.786, 1.225], [5.986, -4.925, 0.685], [7.071, -6.243, 0.427], [5.746, -6.013, -0.728], [4.350, -6.789, 0.940], [8.110, -2.661, 5.879], [8.661, -2.472, 7.167], [7.248, -3.319, 5.997], [7.673, -1.754, 5.460], [8.863, -3.093, 5.220], [8.542, -3.225, 7.751], [7.995, 6.988, -2.851], [7.780, 8.340, -3.292], [8.105, 6.873, -1.773], [7.249, 6.311, -3.268], [8.967, 6.765, -3.291], [8.242, 8.895, -2.659], [-3.193, 4.839, 5.635], [-2.926, 5.346, 4.374], [-4.253, 4.949, 5.867], [-3.100, 3.754, 5.675], [-2.528, 5.162, 6.436], [-3.749, 5.448, 3.890], [4.943, 1.995, 9.252], [3.873, 2.919, 9.364], [5.847, 2.544, 9.516], [4.996, 1.087, 9.852], [5.038, 1.713, 8.203], [4.223, 3.782, 9.129]], "forces_ev_per_a": [[-0.205, -0.089, -0.154], [0.681, 0.151, 1.143], [-0.222, -0.140, 1.401], [0.460, 0.166, -1.978], [2.135, -0.037, -0.418], [-1.033, -0.130, 0.378], [-0.402, 0.465, 0.065], [-0.065, -0.209, -0.277], [0.028, 0.116, -0.477], [0.043, -0.092, -0.123], [-0.464, -0.218, -0.019], [-0.662, -0.385, 0.503], [-0.298, 0.393, -0.036], [0.870, 0.103, 0.680], [-0.184, 2.096, -0.235], [-0.243, 0.491, 1.053], [0.588, -0.694, -0.511], [-0.536, -0.571, -0.020], [0.311, -0.865, -0.198], [0.032, -0.030, -0.106], [0.041, 0.045, 0.195], [-0.201, -0.073, -0.594], [-0.020, 0.123, 0.291], [-0.503, -0.244, -0.681], [-0.152, -0.379, 0.127], [0.036, 0.963, 0.619], [0.290, -0.999, -0.267], [-0.085, -0.312, -0.914], [-0.738, -2.131, -0.119], [0.214, 1.701, 1.261], [-0.002, -0.167, -0.336], [0.091, -0.123, 0.116], [-0.203, 0.049, -0.047], [-0.210, 0.324, -0.125], [0.197, 0.274, -0.183], [0.385, 0.472, -0.096], [0.039, -0.052, 0.088], [1.421, -0.673, 1.837], [-1.714, 0.147, -2.898], [-0.007, 0.138, 0.397], [-0.651, -0.605, 0.287], [0.459, 0.406, 0.926], [-0.003, 0.292, -0.117], [0.125, -0.052, 0.286], [-0.416, 0.012, -0.369], [-0.583, 0.423, -0.142], [0.700, -0.377, -0.166], [0.307, 0.427, 0.252], [0.363, -0.145, -0.289], [0.540, 0.640, -0.233], [-2.987, -1.306, -0.272], [1.436, 0.616, 1.327], [0.297, 0.405, -0.288], [1.067, 0.289, -0.369], [0.268, 0.499, -0.074], [0.455, -0.311, -0.348], [-0.341, -0.549, 0.188], [0.067, -0.253, -0.222], [-0.501, -0.063, -0.057], [-0.160, 0.180, 0.203], [-0.140, -0.130, 0.138], [1.234, 0.371, 1.494], [-1.243, -0.116, -1.087], [0.186, -0.548, -0.044], [-0.154, -3.992, 1.814], [0.111, 2.811, -0.857], [-0.095, -0.446, 0.117], [0.561, 0.721, -0.615], [-0.502, 0.092, -0.116], [0.009, 0.071, -0.086], [-0.644, 0.193, -0.690], [0.430, 0.650, -0.260], [0.100, 0.197, 0.330], [-0.958, 0.472, -0.104], [0.415, 1.604, -0.631], [-0.030, -1.309, -0.261], [-0.694, -1.497, 0.156], [0.400, 0.757, 0.515], [0.376, -0.254, 0.090], [-0.328, 0.050, 0.109], [0.594, 0.000, 0.093], [-0.052, 0.491, 0.225], [-0.119, -0.260, -0.033], [0.020, -0.058, -0.196], [0.376, -0.011, 0.047], [0.189, -0.065, 1.030], [0.328, 0.167, -0.742], [-0.192, 0.218, -0.278], [-0.071, -0.223, -0.109], [-0.220, -0.131, 0.095], [-0.039, 0.036, 0.009], [-0.625, -0.914, 0.553], [0.425, 1.042, 0.362], [0.013, -0.382, -0.477], [0.541, 0.323, 0.235], [-0.188, 0.038, -0.252], [-0.170, -0.107, -0.422], [1.189, 0.467, -0.835], [-0.715, -0.226, 0.627], [-0.423, 0.111, 0.070], [-0.094, 0.296, 0.143], [0.071, -0.837, 0.108], [-0.030, 0.187, -0.109], [-1.025, -1.568, 0.821], [0.667, 0.632, -0.824], [0.036, 0.605, 0.560], [0.331, -0.408, -0.332], [-0.107, 0.756, -0.316], [0.101, -0.017, 0.087], [1.370, 0.965, -0.932], [-0.690, -0.631, 0.675], [0.385, -0.209, -0.042], [-1.137, 0.254, 0.344], [0.110, -0.311, -0.076], [-0.037, -0.059, 0.016]], "lowdin_charge": [-0.0183, -0.2770, -0.1023, 0.0695, -0.5778, 0.1477, 0.0765, 0.0811, 0.0833, 0.0847, 0.1516, 0.1404, 0.1407, -0.0459, -0.1816, -0.0470, -0.3719, 0.0077, 0.0849, 0.0815, 0.0806, 0.0844, 0.0846, 0.0878, 0.1348, -0.1008, -0.1963, -0.0415, -0.2972, -0.0086, 0.0872, 0.0845, 0.0875, 0.0857, 0.0849, 0.0832, 0.1314, -0.1022, -0.2147, -0.0360, -0.3271, 0.0105, 0.0927, 0.0865, 0.0921, 0.0969, 0.0867, 0.0840, 0.1307, -0.0367, -0.1980, -0.0800, -0.3665, 0.0180, 0.0830, 0.0846, 0.0804, 0.0897, 0.0945, 0.0952, 0.1358, -0.0737, -0.2071, -0.0418, -0.2904, -0.0448, 0.0920, 0.0883, 0.0838, 0.0878, 0.0860, 0.0863, 0.1337, -0.0706, -0.2127, -0.0658, -0.3305, 0.0023, 0.0877, 0.0860, 0.0864, 0.0928, 0.0931, 0.0938, 0.1373, -0.1514, -0.1308, 0.0688, 0.0732, 0.0745, 0.0657, -0.1668, -0.1296, 0.0735, 0.0758, 0.0751, 0.0722, -0.1526, -0.1348, 0.0733, 0.0778, 0.0709, 0.0654, -0.1976, -0.1062, 0.0777, 0.0670, 0.0819, 0.0772, -0.1714, -0.1230, 0.0729, 0.0766, 0.0714, 0.0735]}

***

No. 2
{"formula": "C2H4NS", "method": "ωB97M-V/def2-TZVPD", "smiles": "[NH2+]1[C@@H]2S[C@H]12", "homo_ha": -0.547, "charge": 1, "lumo_ev": -4.235, "multiplicity": 1, "de_lowest_kj_mol": 108.4, "symbols": ["N", "C", "S", "C", "H", "H", "H", "H"], "positions_angstrom": [[0.594, 0.247, 0.561], [-0.245, 0.511, -0.610], [-1.856, 0.071, 0.132], [-0.367, -0.842, -0.144], [1.609, 0.174, 0.445], [0.302, 0.626, 1.468], [0.021, 1.059, -1.495], [-0.057, -1.846, -0.356]], "forces_ev_per_a": [[-0.077, -0.694, 0.112], [-0.762, -0.687, 0.262], [0.497, 0.006, -0.316], [0.466, 1.738, 0.594], [-0.216, -0.080, -0.197], [-0.112, -0.110, -0.173], [0.071, 0.006, -0.131], [0.134, -0.177, -0.151]], "nbo_charge": [-0.5585, -0.1545, 0.3580, -0.1378, 0.4491, 0.4482, 0.2957, 0.2996]}

***

No. 3
{"formula": "C11H19Cl2O5S", "method": "ωB97M-V/def2-TZVPD", "homo_ha": -0.148, "charge": -1, "lumo_ev": 2.479, "multiplicity": 1, "symbols": ["C", "C", "C", "O", "C", "C", "C", "C", "O", "S", "O", "O", "O", "C", "C", "C", "C", "Cl", "H", "H", "H", "H", "H", "H", "H", "H", "H", "H", "H", "H", "H", "H", "H", "H", "H", "H", "H", "Cl"], "positions_angstrom": [[1.159, 3.186, 0.342], [0.656, 2.410, -0.823], [-0.560, 1.265, -0.742], [-1.281, 1.214, 0.539], [-0.595, 0.380, 1.538], [-1.718, 0.108, 2.747], [-1.304, -1.120, 3.752], [0.107, -0.897, 4.563], [-1.583, 1.925, -1.619], [-2.624, 0.688, -2.159], [-3.633, 1.038, -3.285], [-3.422, -0.159, -1.127], [-1.339, -0.377, -2.641], [-0.306, -0.159, -1.573], [1.075, -0.221, -2.465], [1.426, -1.723, -3.059], [2.389, -2.621, -2.049], [4.067, -1.813, -1.747], [0.552, 4.123, 0.741], [2.192, 2.909, 0.827], [1.120, 2.657, -1.889], [0.338, 0.877, 2.039], [-0.280, -0.685, 1.167], [-1.883, 1.143, 3.266], [-2.733, -0.183, 2.201], [-1.326, -2.147, 3.181], [-2.170, -1.191, 4.569], [0.961, -1.463, 3.952], [-0.029, -1.382, 5.625], [0.355, 0.240, 4.730], [-0.448, -1.169, -0.952], [0.977, 0.546, -3.363], [1.962, 0.094, -1.740], [0.436, -2.345, -3.291], [1.991, -1.570, -4.080], [2.648, -3.630, -2.626], [1.831, -2.835, -1.024], [0.991, 2.890, -3.527]], "forces_ev_per_a": [[-1.840, -0.730, -1.262], [1.039, -0.924, 4.062], [-1.133, 3.539, -1.000], [3.007, -1.851, -0.674], [-0.779, -0.998, 2.069], [0.024, -0.117, -1.311], [-0.807, 0.737, 0.646], [-0.340, -0.656, -0.275], [-1.892, -2.896, -0.342], [-4.790, -3.170, -0.734], [4.907, -0.311, 3.403], [3.512, 3.300, -2.478], [-1.612, 3.250, 1.942], [1.467, -2.124, -0.894], [0.432, -0.124, 0.736], [0.110, 0.260, 0.251], [-1.217, -0.714, -1.185], [-1.719, -0.693, -0.150], [0.768, -2.835, 0.380], [-1.293, 1.683, -2.057], [0.490, -1.858, 1.304], [-1.677, -0.610, -1.317], [-0.576, 2.039, 0.230], [0.310, -2.105, -0.617], [2.152, 0.656, 1.127], [0.220, 2.077, 1.017], [1.778, 0.151, -1.783], [-1.650, 1.497, 1.577], [0.562, 0.842, -2.111], [-0.456, -2.287, -0.538], [0.526, 2.580, -0.702], [0.223, -1.478, 2.188], [-1.801, -0.466, -1.742], [2.126, 1.263, 0.617], [-1.051, -0.384, 2.092], [-0.577, 2.164, 1.564], [1.526, 0.542, -2.134], [0.030, 0.753, -1.898]], "nbo_charge": [-0.4812, -0.2545, 0.4823, -0.5392, -0.0817, -0.4256, -0.4141, -0.6432, -0.6220, 2.2894, -0.8334, -0.8861, -0.6650, 0.0271, -0.4736, -0.4317, -0.3618, -0.1200, 0.1876, 0.2000, 0.2656, 0.1913, 0.1682, 0.2083, 0.2316, 0.2074, 0.2013, 0.2138, 0.2084, 0.2175, 0.2112, 0.3089, 0.2362, 0.2241, 0.2257, 0.2179, 0.2177, -0.7086]}